[1]
{"formula": "C26H31N6O6PPd", "method": "ωB97M-V/def2-TZVPD", "homo_lumo_gap_ev": [3.996, 3.995], "e_lumo_ev": [-7.57, -7.57], "mol_weight_g_mol": 661.0, "de_lowest_ev": 1.146, "charge": 2, "spin_multiplicity": 1, "species": ["Pd", "P", "O", "O", "O", "O", "O", "O", "N", "N", "N", "N", "N", "N", "C", "C", "C", "C", "C", "C", "C", "C", "C", "C", "C", "C", "C", "C", "C", "C", "C", "C", "C", "C", "C", "C", "C", "C", "C", "C", "H", "H", "H", "H", "H", "H", "H", "H", "H", "H", "H", "H", "H", "H", "H", "H", "H", "H", "H", "H", "H", "H", "H", "H", "H", "H", "H", "H", "H", "H", "H"], "xyz": [[-0.0507, -0.0686, -0.1021], [-0.2964, -3.5541, -0.0459], [2.3702, -0.0066, 0.2306], [-1.7683, -3.4346, -0.0905], [-9.0157, 9.3395, -0.0991], [1.7295, -2.1912, 2.9004], [0.4793, -2.3001, -0.4718], [0.4379, -0.6201, 2.0308], [-2.2507, 0.2498, -0.2086], [-5.5016, 3.9363, -0.0387], [-0.3265, 2.1497, -0.2560], [-0.3187, -3.7923, 2.6500], [-3.9026, 5.4830, -0.0346], [0.0949, -3.8019, -2.5950], [-6.1946, 6.3271, -0.0260], [0.2782, -4.7061, -1.4430], [-6.6670, 8.7017, -0.0811], [-4.0140, 1.8827, -0.1026], [3.7339, -1.8057, 1.1437], [-1.6135, 2.5534, -0.1883], [0.6352, 3.0539, -0.2306], [-8.7230, 10.7214, -0.1492], [-8.4776, 7.0908, -0.0480], [0.2973, -4.4149, 1.4843], [-4.3198, 3.2636, -0.0670], [-4.5199, -0.4590, -0.0645], [3.4573, 0.3972, 2.3574], [-4.9570, 0.8428, -0.0503], [-7.5748, 6.0614, -0.0223], [1.5299, -1.1566, 2.1433], [-0.9169, 4.8686, -0.0832], [-1.9495, 3.9253, -0.1075], [2.7977, -0.6400, 1.4454], [0.3834, 4.4255, -0.1456], [-5.7655, 7.6642, -0.0524], [-3.3303, 4.2636, -0.0646], [-5.2082, 5.2804, -0.0235], [-8.0460, 8.4330, -0.0776], [-2.6379, 1.5391, -0.1739], [-3.1475, -0.7137, -0.1462], [3.9707, -2.3408, 2.0567], [-2.7747, -1.7315, -0.1541], [0.3754, -2.8700, -2.1691], [-7.9481, 5.0485, -0.0061], [1.3293, -4.9668, -1.3413], [-0.3305, -4.4407, 3.4329], [-1.2845, -3.5532, 2.4291], [4.3959, 0.7331, 1.9225], [3.6698, -0.0389, 3.3272], [-0.3257, -5.6040, -1.5373], [4.6618, -1.4419, 0.7123], [-6.4247, 3.5342, -0.0245], [-4.7034, 7.8532, -0.0581], [-8.1655, 11.0444, 0.7352], [1.2072, 5.1191, -0.1297], [-8.1536, 10.9719, -1.0492], [-1.1708, 5.9138, -0.0149], [-6.3036, 9.7161, -0.1093], [-9.6932, 11.2168, -0.1730], [-0.0007, -5.4639, 1.3503], [3.2553, -2.4933, 0.4516], [-0.9045, -3.7410, -2.8218], [1.3842, -4.3707, 1.5791], [0.6340, -4.0444, -3.4309], [-9.5395, 6.9081, -0.0532], [-5.2115, -1.2831, 0.0027], [3.1617, 0.2471, -0.2629], [2.7875, 1.2442, 2.4888], [0.8524, -2.6674, 3.1139], [1.6531, 2.6856, -0.2901], [-6.0092, 1.0712, 0.0113]], "forces_ev_per_angstrom": [[-1.308, 2.011, -1.228], [0.484, -1.231, 0.009], [-0.709, 0.072, -0.095], [-0.315, -0.195, 0.230], [-0.429, -0.122, 0.005], [0.333, -0.274, 0.260], [-0.017, 1.234, 0.344], [0.309, -0.063, 0.318], [1.521, -0.758, -0.024], [-0.192, 0.203, 0.049], [0.381, -1.771, 0.482], [-0.277, -0.051, 0.336], [0.032, 0.394, 0.010], [-0.060, 0.582, -0.284], [-0.506, 0.629, 0.021], [-0.194, 0.047, 1.171], [-0.563, 0.291, 0.001], [0.362, -0.074, -0.013], [-0.176, 0.168, -0.052], [-0.772, 0.089, 0.088], [0.507, -0.149, -0.074], [0.170, 0.338, -0.013], [-0.038, 0.475, -0.017], [-0.181, 0.282, -0.634], [1.112, 0.374, -0.036], [-0.051, 0.474, 0.043], [-0.289, -0.132, -0.143], [0.282, -0.291, -0.030], [0.494, 0.204, -0.026], [-0.086, 0.241, 0.129], [0.223, -0.254, -0.020], [0.129, -0.497, -0.119], [0.295, -0.374, 0.608], [-0.280, 0.002, -0.041], [-0.078, -0.786, -0.011], [-1.024, -1.014, -0.011], [0.391, -0.184, -0.024], [0.586, -0.713, 0.031], [-0.157, 0.788, 0.000], [0.071, -0.557, -0.017], [0.073, 0.003, 0.061], [0.024, 0.043, -0.010], [0.005, -0.246, -0.659], [-0.084, -0.126, 0.012], [0.028, 0.045, -0.076], [-0.123, -0.001, -0.085], [0.084, 0.016, 0.255], [0.071, 0.049, -0.059], [0.068, -0.052, 0.165], [-0.037, 0.035, -0.049], [0.128, 0.068, -0.117], [0.056, 0.104, -0.017], [0.058, 0.106, 0.002], [-0.056, -0.053, -0.038], [0.137, 0.010, -0.012], [-0.067, -0.018, 0.039], [0.015, 0.160, 0.007], [-0.005, 0.118, 0.011], [0.193, 0.006, -0.009], [0.040, 0.091, -0.059], [-0.017, -0.086, -0.108], [0.241, 0.008, -0.132], [-0.009, -0.007, -0.193], [-0.148, 0.095, 0.161], [-0.136, -0.050, 0.016], [-0.002, -0.096, -0.046], [-0.239, -0.009, -0.124], [0.006, 0.084, 0.052], [-0.051, 0.335, -0.304], [-0.093, -0.024, 0.080], [-0.139, -0.016, 0.016]]}

[2]
{"formula": "C14H40O7PbS5", "method": "ωB97M-V/def2-TZVPD", "homo_lumo_gap_ev": 8.311, "e_lumo_ev": 0.09, "mol_weight_g_mol": 688.0, "spin_multiplicity": 1, "species": ["Pb", "S", "S", "S", "S", "S", "O", "O", "O", "O", "O", "O", "O", "C", "C", "C", "C", "C", "C", "C", "C", "C", "C", "C", "C", "C", "C", "H", "H", "H", "H", "H", "H", "H", "H", "H", "H", "H", "H", "H", "H", "H", "H", "H", "H", "H", "H", "H", "H", "H", "H", "H", "H", "H", "H", "H", "H", "H", "H", "H", "H", "H", "H", "H", "H", "H", "H"], "xyz": [[5.4535, 9.6730, 13.7628], [8.6872, 6.0452, 12.4667], [3.0726, 11.9909, 15.7353], [7.0034, 9.6848, 10.6001], [4.7114, 7.2713, 18.4393], [2.5662, 5.7100, 13.2441], [6.7557, 11.4792, 13.7661], [4.2402, 10.5008, 12.2368], [4.6411, 5.7602, 18.3710], [7.1013, 9.1723, 12.0238], [7.7529, 5.6486, 13.6316], [3.8412, 10.7349, 15.8350], [1.7997, 7.0145, 13.5436], [3.9019, 13.0322, 14.5243], [8.6313, 10.1902, 10.0207], [7.8333, 5.5911, 10.9561], [6.0032, 7.7528, 17.2965], [3.3280, 7.9037, 17.5366], [7.1644, 11.9872, 15.0048], [1.7203, 11.4955, 14.8274], [10.0358, 4.8638, 12.4477], [3.3353, 9.4957, 10.2088], [3.0899, 5.8150, 11.5244], [8.6448, 11.8979, 15.0177], [3.2323, 9.6575, 11.6886], [4.1404, 5.7369, 13.9792], [6.4072, 11.4003, 10.4502], [5.9519, 8.8473, 17.2366], [6.2448, 11.4299, 9.3632], [3.9016, 5.9880, 14.9768], [3.1024, 7.5879, 16.4930], [4.2796, 9.0985, 9.8909], [9.1883, 12.3461, 15.8850], [3.5710, 8.9468, 17.6008], [3.3055, 8.7315, 12.2901], [2.2315, 10.0022, 12.0257], [2.5935, 8.7724, 9.8312], [9.0978, 10.6851, 10.8563], [4.9844, 12.9046, 14.5543], [3.5811, 14.1088, 14.5743], [2.1409, 11.1763, 13.8649], [6.9011, 6.0859, 10.9874], [9.0192, 12.3993, 14.1231], [6.6212, 11.4699, 15.8417], [2.2612, 5.7878, 10.8540], [6.9928, 7.4708, 17.7571], [8.8063, 10.8478, 14.9166], [6.8549, 13.0214, 15.1276], [4.7101, 6.5154, 13.5094], [5.5098, 11.4100, 11.0939], [9.6498, 3.8850, 12.8161], [9.2258, 9.3193, 9.7257], [3.1410, 10.4014, 9.6870], [10.2691, 4.7038, 11.3911], [1.3036, 10.6014, 15.2590], [0.9500, 12.2624, 14.6802], [4.5935, 4.7441, 14.0053], [2.5097, 7.7297, 18.2238], [7.6571, 4.5145, 11.0480], [7.0796, 12.2518, 10.7296], [8.5025, 10.7904, 9.0950], [10.8502, 5.2540, 13.0405], [3.8048, 4.9728, 11.4091], [3.5989, 6.7354, 11.2179], [3.5811, 12.5191, 13.5905], [5.8405, 7.2226, 16.3482], [8.4742, 5.9007, 10.1253]], "forces_ev_per_angstrom": [[0.843, 0.452, 0.785], [-1.342, 0.452, 2.273], [0.638, 2.051, 2.085], [0.050, 0.677, -0.440], [0.211, -2.212, -0.369], [-2.775, 1.291, -0.912], [-1.174, -0.515, -0.159], [-0.622, 0.571, -0.680], [0.160, 1.007, 0.242], [0.319, 0.296, -0.725], [1.257, 0.437, -1.787], [1.469, -1.406, -0.144], [1.505, -1.582, -0.115], [-0.894, -0.054, -1.212], [0.356, -1.000, -0.691], [1.235, -1.100, 0.586], [0.875, -0.009, 0.552], [-0.140, 0.218, 0.034], [-1.285, -0.024, 0.170], [-1.348, -0.217, -2.144], [-1.045, -1.171, -0.611], [-0.846, -1.232, -0.197], [1.365, -0.216, 0.067], [0.962, 0.639, 0.749], [0.109, -0.033, 2.327], [0.351, -0.084, -0.120], [-0.056, 0.281, 0.627], [0.090, -0.208, -0.375], [-0.468, 0.188, 0.324], [0.058, 0.386, 1.333], [0.481, -0.016, 0.822], [0.745, -0.074, -0.033], [-0.575, -0.512, -0.387], [-0.356, 0.926, -0.481], [-0.235, -0.436, -0.888], [0.223, 0.190, -0.607], [0.008, 0.172, 0.257], [0.261, 0.499, 0.053], [-0.191, 0.094, 0.424], [0.242, -1.162, 0.022], [-0.329, 0.076, -0.070], [-0.916, 0.784, -0.109], [-0.024, -0.083, -0.031], [0.786, 0.081, -0.178], [-0.809, -0.649, -0.232], [-1.073, 0.159, -0.541], [0.915, -0.770, 0.051], [-0.134, 0.614, -0.078], [0.758, 0.173, -0.024], [0.041, 0.261, -0.739], [0.285, 0.761, 0.051], [-0.090, 0.004, 0.265], [-0.022, 0.967, -0.360], [0.522, 0.199, 0.175], [-0.211, -0.145, 0.553], [0.260, -0.103, 0.097], [0.103, 0.201, -0.368], [-0.462, -0.141, -0.190], [0.069, 0.059, -0.499], [-0.157, -1.182, 0.036], [0.022, -0.097, 0.864], [0.165, -0.065, 0.008], [-0.599, 0.316, -0.313], [0.180, 0.081, 0.766], [0.434, 0.863, 0.076], [0.166, 0.319, 0.198], [-0.337, -0.248, -0.064]]}

[3]
{"formula": "C3H7O2S", "method": "ωB97M-V/def2-TZVPD", "homo_lumo_gap_ev": 7.224, "e_lumo_ev": 3.19, "mol_weight_g_mol": 107.2, "de_lowest_ev": 0.817, "charge": -1, "spin_multiplicity": 1, "species": ["S", "O", "O", "C", "C", "C", "H", "H", "H", "H", "H", "H", "H"], "xyz": [[1.1056, 0.0385, 2.0421], [-1.3774, 0.8600, -1.2812], [-1.9326, -0.4721, -3.0177], [-0.1836, -0.8400, 1.0782], [2.1341, 0.6113, 0.6729], [-1.3208, -0.1773, -1.9726], [-0.5904, -0.9906, -1.7271], [2.3536, -0.2153, -0.0064], [3.0630, 0.9810, 1.0895], [1.5782, 1.3600, 0.1135], [-1.1285, -0.5020, 1.4957], [-0.1438, -1.9074, 1.2828], [-0.0746, -0.4701, 0.0727]], "forces_ev_per_angstrom": [[0.056, -0.304, 0.090], [0.276, -0.309, 0.325], [-0.413, 0.083, -0.148], [0.110, 0.549, 1.499], [-0.369, -0.375, -0.178], [-0.157, 0.160, -1.078], [0.295, 0.033, 0.622], [0.062, 0.011, 0.115], [0.100, 0.256, -0.021], [0.196, 0.191, -0.019], [-0.161, 0.165, -0.339], [0.361, -0.090, -0.574], [-0.357, -0.368, -0.296]]}